# 1
Computed, not measured: a structure of composition C26H25N6O2SSn, with wB97M-V/def2-TZVPD.

Its spin multiplicity is 1. The calculation puts the LUMO energy at -0.080 Ha. As for the electronic energy: -57064.97609 eV. The calculation puts the highest occupied orbital energy at -10.87 eV. Its energy relative to the best compared isomer or geometry (same formula, charge and spin) is 1.0 kJ/mol. As for the charge: +1.

The geometry in XYZ format:
```
61
Properties=species:S:1:pos:R:3:mulliken_charge:R:1
Sn 0.059 0.334 0.181 2.40
S -0.915 0.141 2.711 -0.37
O 2.871 0.001 -0.102 -0.70
O -0.273 -2.834 1.482 -0.78
N 1.892 -3.457 1.635 0.10
N -3.146 -1.034 3.399 -0.45
N 1.486 1.894 1.101 -0.33
N 1.322 -1.327 0.833 0.03
N -2.712 -1.143 1.172 -0.46
N -1.811 -1.138 0.103 -0.34
C -0.321 3.890 4.324 -0.84
C -0.315 -1.298 -6.553 -0.49
C -2.313 -0.736 2.400 0.78
C -1.826 2.156 -1.342 -0.94
C -2.505 4.406 -0.887 -0.71
C -1.085 2.115 -0.165 0.66
C 0.440 -1.277 -4.266 0.36
C 0.911 -2.536 1.321 0.22
C 1.409 -2.229 -4.583 -0.48
C 0.897 3.253 4.500 -0.75
C 0.334 -0.775 -2.926 0.59
C 1.497 2.621 3.423 -0.67
C -2.544 3.287 -1.703 -0.82
C 1.455 -4.735 2.191 -0.91
C 2.627 -1.074 0.449 0.87
C -1.063 3.240 0.673 0.17
C -0.930 3.888 3.080 -0.82
C 3.204 -3.219 1.334 0.21
C 3.612 -2.085 0.746 -1.22
C -0.422 -0.812 -5.261 -0.52
C -1.767 4.381 0.285 -0.74
C -0.350 3.257 1.980 1.09
C 1.511 -2.709 -5.877 -0.49
C 0.650 -2.246 -6.863 -0.47
C 0.879 2.627 2.184 0.03
C 0.254 -0.343 -1.798 -1.47
H -2.301 -0.927 -0.761 0.38
H 0.869 -4.568 3.091 0.31
H -3.037 5.305 -1.167 0.40
H 2.384 1.490 1.347 0.36
H -3.108 3.303 -2.627 0.45
H 2.266 -3.445 -6.120 0.39
H -1.896 4.361 2.961 0.54
H -0.983 -0.933 -7.322 0.39
H -3.432 -1.850 1.128 0.27
H 3.888 -4.016 1.593 0.35
H -1.331 -2.043 0.069 0.34
H 0.733 -2.623 -7.874 0.39
H 4.644 -1.907 0.491 0.49
H -1.167 -0.067 -5.014 0.43
H -1.814 1.305 -2.015 0.11
H -2.932 -0.698 4.322 0.23
H 2.337 -5.322 2.433 0.30
H -1.724 5.268 0.905 0.55
H -0.802 4.384 5.157 0.44
H 2.081 -2.579 -3.810 0.45
H -4.018 -1.515 3.255 0.20
H 1.656 2.495 0.295 0.36
H 1.381 3.248 5.467 0.42
H 2.451 2.121 3.543 0.40
H 0.842 -5.273 1.471 0.31
```

---

# 2
Computed, not measured: the molecule C26H25N7O3, with wB97M-V/def2-TZVPD.

Its spin multiplicity is 1. The calculation puts the LUMO energy at -0.005 Ha. As for the electronic energy: -43942.84957 eV. The calculation puts the highest occupied orbital energy at -8.14 eV. The structure (SMILES) is CCOC(=O)N1CCN(C(=O)Nc2ccc3nc(-c4ccccn4)c(-c4ccccn4)nc3c2)CC1. Its energy relative to the best compared isomer or geometry (same formula, charge and spin) is 0.0 kJ/mol.

The geometry in XYZ format:
```
61
Properties=species:S:1:pos:R:3:mulliken_charge:R:1
O 2.697 -2.458 1.714 -0.71
O -0.576 -7.554 3.514 -0.32
O -1.650 -7.826 1.539 -0.67
N -1.044 6.157 -0.885 -0.36
N -0.652 2.101 -1.603 -0.53
N -0.785 5.032 -3.429 -0.38
N 0.932 -1.934 0.348 0.02
N 1.138 3.583 -0.058 -0.55
N 0.221 -6.556 1.688 0.23
N 1.416 -4.125 0.896 0.14
C 1.185 7.789 -0.640 -0.48
C -1.163 7.469 -0.854 -0.32
C 1.030 -0.550 0.240 0.79
C -3.405 4.314 -3.983 -0.48
C -0.752 -7.350 2.194 0.63
C 0.272 4.170 -0.848 0.54
C 0.127 0.094 -0.581 -0.35
C 1.223 -5.930 2.533 -0.30
C 0.177 5.633 -0.806 0.38
C -1.528 -8.414 4.143 -0.24
C 0.176 1.486 -0.732 -0.01
C 1.748 -2.803 1.040 0.63
C -1.473 5.647 -4.370 -0.31
C -0.086 8.335 -0.742 -0.51
C 1.324 6.414 -0.666 -0.64
C 0.232 -4.614 0.212 -0.50
C 2.008 0.198 0.935 -0.50
C 0.165 -6.138 0.308 -1.33
C -2.788 5.338 -4.685 -0.51
C -1.383 4.063 -2.743 0.35
C -2.692 3.657 -2.997 -0.65
C 2.162 -5.098 1.669 -1.22
C -0.939 -8.905 5.452 -1.20
C -0.585 3.405 -1.700 0.66
C 2.061 1.557 0.815 -1.00
C 1.140 2.240 -0.003 0.15
H 0.184 -2.330 -0.200 0.06
H 0.987 -6.587 -0.258 0.32
H 1.784 -6.701 3.070 0.40
H 2.796 2.136 1.351 0.45
H -0.623 -0.453 -1.134 0.43
H -2.451 -7.849 4.314 0.27
H 2.051 8.428 -0.540 0.41
H 2.738 -5.747 1.000 0.24
H 0.733 -5.290 3.276 0.30
H -0.701 -8.061 6.094 0.31
H 2.286 5.935 -0.588 0.43
H -4.426 4.034 -4.202 0.41
H -3.310 5.879 -5.460 0.39
H -3.121 2.853 -2.422 0.44
H -0.939 6.427 -4.899 0.42
H -0.238 9.404 -0.729 0.39
H 0.258 -4.339 -0.850 0.52
H 2.708 -0.329 1.561 0.56
H -0.676 -4.195 0.669 0.45
H -0.028 -9.468 5.267 0.30
H -1.657 -9.545 5.956 0.40
H -1.756 -9.245 3.467 0.32
H -2.177 7.842 -0.920 0.42
H -0.779 -6.502 -0.104 0.42
H 2.860 -4.541 2.297 0.47
```